[1]
This record from the OMol25 dataset describes C24H45FGdP2 as an isolated structure at a distorted geometry. The level of theory is ωB97M-V/def2-TZVPD.

Structure (XYZ):
```
73
Properties=species:S:1:pos:R:3:forces:R:3
Gd 0.866230 0.098375 -0.612862 -3.822 5.253 3.758
C 1.388572 0.826180 2.525257 -2.057 0.975 0.850
C 2.277852 1.231188 1.475511 -0.302 2.659 -1.824
C 0.469006 2.675247 1.500461 -0.208 -0.358 0.517
C 0.291252 1.724489 2.541189 0.973 -0.935 -0.077
C 1.702698 2.391748 0.836947 1.787 -2.393 0.555
C 1.620908 -0.291499 3.477630 -0.077 -0.311 0.164
H 2.256808 -1.069138 3.037536 -0.078 0.110 0.121
H 0.672623 -0.761302 3.777809 0.292 0.132 -0.108
H 2.119958 0.057986 4.396796 -0.094 -0.045 -0.269
C -0.868371 1.684703 3.464004 -0.497 0.001 0.246
H -0.705066 0.960859 4.271310 -0.106 0.207 -0.166
H -1.791757 1.402675 2.931294 0.248 0.054 0.164
H -1.039608 2.671119 3.920145 0.014 -0.297 -0.033
C -0.450206 3.787091 1.160701 -0.301 0.050 0.205
H 0.038154 4.761276 1.314702 -0.073 -0.199 -0.087
H -1.343063 3.749235 1.796804 0.211 0.067 -0.226
H -0.776336 3.736401 0.111289 0.155 -0.014 0.210
C 2.294159 3.135735 -0.309426 0.207 0.467 -0.346
H 3.273042 3.571573 -0.043524 -0.323 -0.136 -0.178
H 1.634940 3.959992 -0.623882 0.263 -0.294 0.059
H 2.465291 2.498433 -1.202422 -0.046 0.311 0.264
C 3.597616 0.620162 1.181245 0.467 -0.209 -0.095
H 4.318183 0.849765 1.985825 -0.179 -0.123 -0.247
H 4.021830 0.997863 0.240826 -0.051 -0.058 0.266
H 3.536482 -0.480626 1.112658 0.098 0.292 0.072
C 0.208690 -2.069824 -1.060361 -0.503 -1.466 -0.366
C 1.327978 -2.100454 -0.238622 0.746 -1.620 0.457
C 2.704476 -2.506035 -0.755004 0.181 -0.487 0.151
C 3.441916 -1.497305 -1.694050 0.392 -0.194 0.400
C 2.716015 -0.213237 -2.082124 0.573 -0.842 -3.180
C 1.558077 -0.216244 -2.861791 2.650 -0.707 -1.776
C 1.047810 -1.511209 -3.481598 -0.461 -0.433 -0.061
C 0.232645 -2.445240 -2.523076 -0.292 -0.325 -0.719
H 2.638519 -3.485254 -1.265157 -0.086 0.376 0.118
H 3.739234 -2.036357 -2.610586 -0.131 0.300 0.124
H 3.342965 -2.706015 0.125096 -0.238 0.169 -0.405
H 0.611133 -3.474136 -2.648878 -0.071 0.241 0.133
H -0.798857 -1.924699 -0.637409 0.551 -0.130 0.096
H 1.235474 -2.063270 0.866876 -0.349 -0.132 -0.544
H -0.809576 -2.482054 -2.888314 0.433 0.082 0.256
H 0.418973 -1.263685 -4.357654 0.276 -0.034 0.484
H 1.233030 0.705020 -3.376842 0.166 -0.250 0.693
H 1.899223 -2.086252 -3.893680 -0.181 0.393 0.252
H 4.388599 -1.216770 -1.200387 -0.393 -0.026 -0.258
H 3.356399 0.679889 -2.080131 -0.633 0.026 0.394
P -1.864249 -2.654176 2.544721 -0.593 -0.403 0.310
C -2.713690 -1.826869 3.960844 0.332 0.310 0.052
H -3.582929 -2.426175 4.262443 0.155 0.275 -0.012
H -3.027225 -0.814403 3.676089 0.008 -0.217 0.106
H -2.013983 -1.741232 4.803849 -0.254 -0.021 -0.105
C -3.328791 -2.709771 1.429105 0.151 0.131 -0.176
H -4.216287 -2.998523 2.008671 0.131 0.077 -0.264
H -3.152867 -3.440792 0.630907 -0.109 0.134 0.114
H -3.470629 -1.722528 0.975707 -0.111 -0.169 0.033
C -2.072210 -4.368867 3.216254 0.574 -0.060 -0.108
H -1.878330 -5.107200 2.426232 -0.095 0.136 0.217
H -3.087357 -4.496349 3.611390 0.222 -0.071 -0.096
H -1.335632 -4.537241 4.015000 -0.276 -0.026 -0.143
P -1.571906 1.877332 -2.934185 0.664 -0.362 0.970
C -1.336832 3.223552 -4.145187 0.143 -0.060 -0.174
H -2.039809 3.104731 -4.976880 0.130 0.314 0.076
H -0.303604 3.163005 -4.520207 -0.404 0.164 -0.046
H -1.475744 4.191159 -3.645301 0.034 -0.204 -0.235
C -2.462325 0.596528 -3.895057 0.078 -0.008 -0.139
H -1.734318 -0.064992 -4.386625 -0.315 0.168 0.022
H -3.082327 1.093593 -4.651006 -0.039 -0.324 0.098
H -3.087628 -0.005967 -3.222382 0.170 0.154 -0.193
C -2.903966 2.498796 -1.844568 -0.133 0.009 -0.047
H -3.808976 2.701679 -2.435867 0.141 0.048 0.289
H -2.567079 3.418652 -1.341208 -0.202 -0.290 -0.190
H -3.107743 1.735224 -1.077449 0.070 0.291 -0.277
F -1.137488 0.434439 -0.089423 0.396 -0.150 -0.125
```
Forces are in eV/Å.

## Properties
- Strongest force on any atom: 7.51 eV/Å
- Expectation value of S²: 15.8861
- Multiplicity: 8
- Gap between HOMO and LUMO (alpha / beta): 5.27 / 5.84 eV
- E_HOMO (alpha / beta): -0.342 / -0.393 Eh
- Charge: +1



[2]
This record from the OMol25 dataset describes C24H45NP2ReSi as an isolated structure at a distorted geometry. The level of theory is ωB97M-V/def2-TZVPD.

Structure (XYZ):
```
74
Properties=species:S:1:pos:R:3:forces:R:3
P 1.126750 2.010765 -1.350704 -0.986 -0.057 -5.133
P 0.689942 -1.313881 -3.056528 0.659 0.493 -5.569
C 2.214355 1.232817 -2.696110 0.385 1.023 0.752
C 1.648257 0.195518 -3.701542 0.273 0.249 -0.743
H 3.097818 0.846145 -2.158610 -0.245 -0.126 -0.426
H 2.580400 2.113704 -3.271707 -0.064 -0.591 0.321
H 1.007236 0.647594 -4.520848 0.594 -0.201 1.055
H 2.580040 -0.152653 -4.231878 -1.128 0.096 0.467
C 1.873524 -2.491691 -4.038790 1.229 -0.256 -0.275
H 1.507666 -3.552974 -4.120854 0.345 1.056 0.278
H 2.913663 -2.508946 -3.660690 -0.341 0.063 -0.197
H 1.895937 -2.056913 -5.078870 0.021 -0.542 1.025
C -0.552241 -2.314395 -4.176115 -1.334 -0.462 -0.385
H -0.113377 -2.571871 -5.149574 0.211 0.333 0.568
H -1.477538 -1.764635 -4.415030 0.374 -0.097 0.480
H -0.822242 -3.284500 -3.719988 -0.017 0.536 -0.259
C 2.241657 2.989590 -0.294688 0.426 -0.408 0.625
H 1.691532 3.339871 0.605508 0.439 0.364 -0.476
H 2.576834 3.865616 -0.885611 -0.386 -0.418 0.087
H 3.120307 2.412941 0.026089 -0.275 0.214 -0.066
C 0.343050 3.295851 -2.364165 0.167 0.404 0.222
H -0.391683 2.803476 -3.004695 0.007 0.267 0.023
H 1.111984 3.781870 -2.980366 -0.280 -0.014 0.169
H -0.133013 4.055653 -1.731319 -0.086 -0.177 -0.247
Re 0.840449 1.758803 1.924396 -1.869 -1.925 1.472
C 0.194083 -2.795123 -1.520962 0.123 -1.317 1.764
C 1.352199 -1.949537 -1.454164 -0.906 -0.786 3.072
C 1.368586 -0.864942 -0.309963 0.335 0.092 -0.838
C 0.076893 -0.087161 -0.252871 0.782 0.763 1.866
C -0.344015 0.703176 -1.452905 0.306 0.845 3.691
C -0.786306 -0.319970 -2.427137 1.287 0.551 -1.529
C -1.823243 -1.260308 -1.830803 -0.468 0.317 0.024
C -1.225144 -2.513941 -1.111249 -0.779 -1.368 0.066
C -0.195963 3.185233 2.911685 -0.514 0.750 0.045
H 0.385399 -3.838266 -1.782920 0.005 0.311 -0.420
H 2.318745 -2.427817 -1.612392 -0.364 -0.054 -0.146
H 2.245307 -0.188506 -0.393553 -0.339 -0.337 -0.520
H 1.574023 -1.305681 0.680866 -0.386 -0.447 -0.632
H -0.711659 -0.672314 0.195328 0.022 0.300 0.262
H 0.361646 0.784230 0.472041 -1.040 -1.595 -1.220
H -1.185670 1.348372 -1.139160 0.203 -0.181 -0.101
H -1.089713 0.185981 -3.362163 -0.297 -0.566 0.218
H -2.432161 -1.640966 -2.654659 -0.002 0.182 0.319
H -2.489987 -0.721678 -1.148722 0.075 -0.121 -0.024
H -1.366313 -2.541407 0.016939 0.515 0.523 -1.114
H -1.879070 -3.394500 -1.412760 1.041 0.876 0.181
H -1.257065 2.925210 3.006138 0.211 0.072 0.076
H -0.116783 4.069945 2.277379 -0.049 0.454 0.023
H 0.223379 3.424908 3.893471 0.004 -0.046 -0.061
C 2.707642 1.760350 2.733117 1.231 0.017 0.068
Si 0.484807 -0.049421 3.454236 -1.882 -0.374 0.218
C 0.985592 -1.850075 3.360085 0.832 -0.150 -0.024
C -0.057662 0.292213 5.208088 0.597 0.276 0.380
N -0.735526 0.397591 2.306473 0.437 -0.135 1.154
C -2.089136 0.020733 2.314624 0.803 0.636 -0.307
C -2.978269 0.788840 1.543425 -0.040 -0.564 0.297
C -4.333861 0.492188 1.596894 -0.019 -0.284 0.024
C -4.782492 -0.581180 2.391556 -0.392 0.113 -0.182
C -3.896197 -1.368536 3.140880 0.116 0.200 -0.194
C -2.535655 -1.068188 3.103471 -0.221 0.415 -0.469
H 2.591677 2.141366 3.757423 0.425 -0.204 -0.051
H 3.371406 2.443804 2.175489 0.100 -0.156 0.343
H 3.141744 0.735425 2.751629 0.156 0.715 0.147
H 1.840214 -2.001621 4.041722 -0.256 -0.166 -0.232
H 0.178064 -2.529465 3.682398 0.250 0.413 -0.036
H 1.305094 -2.168813 2.357796 -0.068 -0.022 0.329
H -0.293369 1.353945 5.379743 0.008 -0.382 -0.078
H -0.944015 -0.314667 5.465898 0.391 0.211 -0.162
H 0.763172 0.020506 5.894944 -0.393 0.077 -0.065
H -2.544438 1.600946 0.951748 -0.357 -0.114 0.203
H -5.025120 1.099632 1.006573 0.044 -0.326 0.322
H -5.854132 -0.806577 2.417771 0.454 0.111 0.018
H -4.257821 -2.207094 3.756988 0.140 0.547 -0.405
H -1.810197 -1.644597 3.672250 -0.240 0.098 -0.066
```
Forces are in eV/Å.

## Properties
- Strongest force on any atom: 5.63 eV/Å
- Expectation value of S²: 3.7921
- Multiplicity: 4
- Gap between HOMO and LUMO (alpha / beta): 4.28 / 4.54 eV
- E_HOMO (alpha / beta): -0.451 / -0.460 Eh
- Charge: +2



Q: Which of these has the highest multiplicity?
A: C24H45FGdP2



Q: Which of these has the lowest strongest force on any atom?
A: C24H45NP2ReSi